52
Properties=species:S:1:pos:R:3:mulliken_charge:R:1 method="wB97M-V/def2-TZVPD" e_lumo_ev="-9.1 / -9.1" orbital_gap_ev="5.60 / 5.60" charge=+2
W 0.538 0.144 0.098 0.912
O 1.295 4.235 -4.511 -0.457
C 1.144 3.417 -3.503 0.930
C 1.557 3.703 -2.183 -0.478
C 1.403 2.736 -1.234 0.402
N 0.864 1.535 -1.512 0.018
C 0.348 1.304 -2.730 0.491
C 0.482 2.196 -3.752 -0.676
C -0.501 0.049 -2.723 0.186
O -1.037 -0.408 -3.676 -0.517
O -0.597 -0.401 -1.474 -0.406
C 1.712 2.831 0.237 0.025
O 1.974 3.812 0.840 -0.477
O 1.601 1.592 0.769 -0.477
H 1.733 5.069 -4.297 0.348
H 1.981 4.660 -1.902 0.498
H 0.072 1.980 -4.731 0.603
N 1.449 -4.175 -0.371 -0.382
C 0.972 -2.950 -0.165 0.852
S 1.889 -1.633 -0.968 -0.429
N -0.049 -2.790 0.612 -1.441
N -0.574 -1.524 0.759 1.022
C -1.844 -1.527 1.040 -0.395
C -2.697 -0.381 1.112 1.387
C -4.059 -0.556 1.390 -0.968
C -4.926 0.517 1.368 -0.772
C -4.453 1.795 1.076 -0.653
C -3.110 2.002 0.812 -0.618
C -2.244 0.924 0.832 0.077
O -0.923 1.095 0.600 0.143
H 2.190 -4.337 -1.030 0.223
H 0.952 -4.966 0.006 0.256
H -2.291 -2.506 1.183 0.575
H -4.423 -1.551 1.613 0.487
H -5.977 0.362 1.566 0.449
H -5.132 2.636 1.065 0.468
H -2.720 2.988 0.592 0.516
C 4.164 -0.079 1.237 -1.083
C 3.220 -1.124 1.794 -0.464
O 1.810 -0.696 1.915 -0.294
C 1.650 -0.079 3.246 -0.463
C 0.224 0.267 3.601 -1.161
H 5.161 -0.515 1.167 0.504
H 4.230 0.797 1.880 0.310
H 3.868 0.230 0.236 0.121
H 3.526 -1.421 2.795 0.549
H 3.216 -2.012 1.175 0.411
H 2.284 0.807 3.292 0.382
H 2.023 -0.820 3.950 0.499
H -0.154 1.079 2.991 0.198
H 0.205 0.620 4.632 0.501
H -0.420 -0.609 3.549 0.268

***

11
Properties=species:S:1:pos:R:3:mulliken_charge:R:1 method="wB97M-V/def2-TZVPD" e_lumo_ev=0.5 orbital_gap_ev=8.89
C 0.073 2.457 0.931 -0.196
C -0.318 1.354 0.419 -0.224
C -0.185 -0.963 -0.432 -1.165
C -1.064 0.185 0.016 0.970
O 1.019 1.900 0.012 -0.462
Cl -2.177 0.662 -1.339 -0.169
Cl -2.094 -0.303 1.399 -0.164
H 0.085 3.324 1.536 0.403
H -0.798 -1.798 -0.760 0.361
H 0.447 -1.281 0.395 0.332
H 0.449 -0.629 -1.252 0.314

***

47
Properties=species:S:1:pos:R:3:mulliken_charge:R:1 method="wB97M-V/def2-TZVPD" e_lumo_ev=-0.5 orbital_gap_ev=7.07
O -1.557 0.778 3.339 -0.631
O 2.813 1.372 3.399 -0.613
O -5.008 -1.241 0.837 -0.541
C -0.459 0.970 2.839 -0.031
C 1.740 1.333 2.794 -0.004
C 0.015 0.536 1.482 0.305
C -0.810 -0.133 0.436 0.772
C 1.389 0.778 1.441 0.251
C -2.073 0.187 0.031 -0.467
C 5.971 1.496 -0.881 -0.252
C 0.720 -3.150 -1.448 -0.784
C 5.385 0.387 -1.457 -0.810
C 5.338 2.235 0.149 -0.956
C -0.270 -3.267 -2.423 -0.522
C 0.637 -2.189 -0.457 0.159
C 4.126 0.068 -1.032 -0.112
C 4.036 1.861 0.562 -0.359
C -1.371 -2.388 -2.426 -0.857
C -0.435 -1.276 -0.417 0.835
C 3.428 0.778 -0.029 0.652
C -1.443 -1.432 -1.391 -0.826
N 0.607 1.517 3.544 -0.103
N 2.157 0.350 0.357 -0.048
N -2.463 -0.566 -1.012 0.247
C -5.370 0.103 0.479 -0.876
C -3.030 1.229 0.425 -0.511
C -3.770 -0.167 -1.551 -0.815
C -4.282 0.762 -0.411 0.107
H -4.199 -1.292 1.374 0.329
H 6.951 1.764 -1.247 0.355
H 1.547 -3.847 -1.401 0.434
H 5.926 -0.240 -2.165 0.379
H 5.790 3.128 0.564 0.361
H -0.186 -3.964 -3.276 0.337
H 1.399 -2.233 0.303 0.545
H 3.701 -0.840 -1.470 0.355
H 3.556 2.466 1.304 0.358
H -2.105 -2.501 -3.251 0.348
H 0.633 1.477 4.566 0.315
H 1.679 -0.191 -0.346 0.031
H -6.292 0.044 -0.123 0.388
H -5.541 0.718 1.380 0.364
H -2.721 2.240 0.122 0.326
H -3.268 1.255 1.495 0.302
H -3.703 0.414 -2.467 0.344
H -4.451 -0.974 -1.665 0.407
H -4.738 1.646 -0.878 0.512

***

Max |F| list, top to bottom, in eV/Å: 2.521 1.693 4.165
Relative energy (zero: lowest compared OMol25 entry of this formula, charge and spin) list, top to bottom, in kcal per mole: 4.72 75.20 16.38